1.
This record from OMol25 describes the molecule C3H6N2O. The level of theory is ωB97M-V with the def2-TZVPD basis set.

Each line ends with the Löwdin charge.
Positions of all 12 atoms, in Å:
1 N -1.5375 -0.6800 0.4309  -0.01
2 C -0.8036 -0.0590 -0.6551  -0.22
3 C 0.4668 0.5101 0.0582  -0.32
4 O 0.8202 -0.2438 1.2612  -0.06
5 C 1.6871 0.5277 -0.7375  -0.17
6 N 2.7099 0.3864 -1.2559  0.16
7 H -0.7924 -0.8661 1.1169  0.04
8 H -2.1235 0.0262 0.8626  0.07
9 H -0.5570 -0.7729 -1.4550  0.11
10 H -1.3997 0.7260 -1.1538  0.12
11 H 0.2010 1.5028 0.4423  0.15
12 H 1.3286 -1.0574 1.0852  0.12

Values from the calculation:
**Net charge**: 0
**Gap between HOMO and LUMO**: 10.45 eV
**2S+1**: 1
**LUMO level**: 0.6 eV
**Relative energy (zero: lowest compared OMol25 entry of this formula, charge and spin)**: 196.2 kJ/mol
**Max |F|**: 1.2 eV/Å
**SMILES**: N#C[C@H](O)CN

2.
This record from OMol25 describes a structure of composition C3H6N2O. The level of theory is ωB97M-V with the def2-TZVPD basis set.

Each line ends with the Löwdin charge.
Positions of all 12 atoms, in Å:
1 N 1.4096 -0.2802 0.4981  0.04
2 C 0.5119 0.0303 -0.5857  -0.26
3 C -0.6355 -0.9475 -0.8250  -0.11
4 O -1.4128 -0.2969 0.2112  0.00
5 C -0.5146 0.7507 0.2891  -0.43
6 N -0.5120 1.7531 1.0506  0.14
7 H 1.8338 0.5608 0.8553  0.08
8 H 1.2685 -1.0557 1.1110  0.09
9 H 1.1092 0.3106 -1.4846  0.15
10 H -1.1278 -0.8372 -1.8023  0.12
11 H -0.4674 -2.0053 -0.6145  0.12
12 H -1.4630 2.0175 1.2967  0.06

Values from the calculation:
**Net charge**: 0
**Gap between HOMO and LUMO**: 9.67 eV
**2S+1**: 1
**LUMO level**: 1.0 eV
**Relative energy (zero: lowest compared OMol25 entry of this formula, charge and spin)**: 274.5 kJ/mol
**Max |F|**: 2.4 eV/Å

3.
This record from OMol25 describes the molecule C3H6N2O. The level of theory is ωB97M-V with the def2-TZVPD basis set.

Each line ends with the Löwdin charge.
Positions of all 12 atoms, in Å:
1 C -1.5961 1.2044 0.1115  -0.09
2 C -0.5934 -1.0712 0.0128  -0.30
3 C 2.3531 0.5944 -0.0171  -0.01
4 H -0.6165 1.9033 -0.4579  0.15
5 H -2.6820 1.3196 -0.2965  0.09
6 H -1.5270 1.2581 1.4294  0.15
7 H -0.9567 -2.0722 0.4476  0.14
8 H 2.5635 1.6467 0.0509  0.04
9 H 3.2931 -0.0734 -0.1645  0.09
10 N 0.6647 -1.1109 0.1028  0.03
11 N 1.0721 0.2216 -0.0574  -0.11
12 O -1.6516 -0.2653 -0.2462  -0.16

Values from the calculation:
**Net charge**: 0
**Gap between HOMO and LUMO**: 9.82 eV
**2S+1**: 1
**LUMO level**: 0.6 eV
**Relative energy (zero: lowest compared OMol25 entry of this formula, charge and spin)**: 564.4 kJ/mol
**Max |F|**: 5.5 eV/Å
**SMILES**: C=N/N=C\OC

Which value of LUMO level does entry 3 give?
0.6 eV